# 1
Computed, not measured: 5 unconnected molecules or ions with the total composition C5H22N2O5 in a non-equilibrium geometry, with ωB97M-V with the def2-TZVPD basis set.

Summary:
- energy (eV) = -18744.019
- HOMO level (eV) = -16.59
- lowest unoccupied orbital energy (eV) = -5.904
- charge = +2
- gap between HOMO and LUMO (eV) = 10.7

Last column: Mulliken charge in e.
Element x y z (Å)
C 0.17066 1.65870 0.79187  -0.5544
O 1.50340 1.83191 1.20226  -0.5812
C 0.12790 0.62546 -0.36298  -0.1217
C -1.30402 0.59988 -0.97871  -0.9699
C -2.08214 -0.68340 -0.64192  0.4157
C -2.21778 -1.63412 -1.54463  -1.0464
N -2.64030 -0.86040 0.71161  -0.1268
N 1.16667 0.91023 -1.41772  -0.0890
H -0.15677 2.62359 0.36631  0.4233
H -0.48472 1.21381 1.53923  0.2885
H 1.79496 1.07161 1.76924  0.3910
H 0.39266 -0.40516 -0.05371  0.4101
H -1.28995 0.66233 -2.07690  0.4843
H -1.86903 1.42916 -0.56214  0.4188
H -1.92381 -1.48073 -2.57428  0.2275
H -2.62445 -2.59556 -1.29645  0.2680
H -2.08108 -0.61483 1.55636  0.3132
H -2.89934 -1.86014 0.88099  0.4263
H -3.51177 -0.32106 0.79333  0.3940
H 0.87623 1.71779 -1.95971  0.3690
H 2.10632 1.07756 -1.01796  0.4392
H 1.23946 -0.07579 -1.88728  0.2370
H 0.68595 -0.97721 -3.74149  0.3115
H 1.65564 -1.98946 -3.21299  0.2851
O 1.15560 -1.20885 -2.92630  -0.6042
H 3.65178 -1.33979 -0.29749  0.2904
H 4.10727 -0.64933 -1.64568  0.3092
O 3.34559 -0.88758 -1.09118  -0.5780
H -2.76269 0.90066 3.38648  0.2974
H -1.74042 -0.04926 3.88735  0.3186
O -2.03481 0.34830 3.04650  -0.6318
H 2.13132 0.67087 3.64149  0.3689
H 3.21556 0.28813 2.76834  0.3522
O 2.29615 0.00268 2.94817  -0.7357

# 2
Computed, not measured: 6 unconnected molecules or ions with the total composition C5H22NO5S2 in a non-equilibrium geometry, with ωB97M-V with the def2-TZVPD basis set.

Summary:
- energy (eV) = -38939.319
- HOMO level (eV) = -3.43
- lowest unoccupied orbital energy (eV) = 2.665
- charge = -1
- gap between HOMO and LUMO (eV) = 6.1

Last column: Mulliken charge in e.
Element x y z (Å)
C -1.84256 -0.27634 0.45302  -0.3975
C -1.75935 -1.58975 1.17609  -0.5802
S -1.65973 -1.59854 3.04285  -0.2239
C -2.25128 -0.32319 -0.98280  -0.5836
N -1.12847 -0.78475 -1.85963  -0.3909
C 0.15624 0.05296 -1.58738  -0.2424
C 0.37487 0.89985 -2.82168  -1.1717
S 1.76043 2.08291 -2.50652  -0.5787
H -2.70741 0.31642 1.01086  0.2908
H -0.94834 0.26336 0.64958  0.3455
H -2.61767 -2.17708 0.78460  0.3307
H -0.84397 -2.26414 1.03935  0.2366
H -1.81021 -2.88397 3.13166  0.1140
H -2.59891 0.66091 -1.42416  0.1185
H -3.09090 -1.01219 -1.09135  0.4635
H -1.38388 -0.87281 -2.77643  0.2825
H 0.97646 -0.79015 -1.56258  0.2305
H 0.27057 0.65012 -0.71469  0.0911
H -0.46208 1.46812 -3.19174  0.2859
H 0.76265 0.29432 -3.55402  0.4717
H 3.05419 0.14313 2.95789  0.2761
H 2.56644 -0.29713 1.43903  0.4806
O 2.25893 -0.05816 2.38946  -0.7265
H -1.66564 2.64436 -1.70243  0.3464
H -0.45865 3.02000 -0.93529  0.2125
O -1.34596 2.71478 -0.68099  -0.6448
H 1.46044 2.70084 1.61501  0.3297
H 0.65499 3.51759 0.80942  0.3248
O 1.06666 3.59742 1.67092  -0.6695
H 3.01292 -1.21275 -0.42380  0.3482
H 2.32009 0.06152 -0.38878  0.3573
O 3.16971 -0.39781 -0.08300  -0.7317
H 1.46173 -2.12726 2.28418  0.3367
H 2.02861 -3.45042 1.97060  0.2684
O 1.21907 -2.97217 1.86273  -0.6003

# 3
Computed, not measured: 6 unconnected molecules or ions with the total composition C5H22NO7 in a non-equilibrium geometry, with ωB97M-V with the def2-TZVPD basis set.

Summary:
- multiplicity = 2
- energy (eV) = -21359.778
- HOMO level (alpha / beta) (eV) = -10.20 / -10.17
- lowest unoccupied orbital energy (alpha / beta) (eV) = 0.315 / -4.187
- charge = 0
- <S²> = 0.76
- gap between HOMO and LUMO (alpha / beta) (eV) = 10.5 / 6.0

Last column: Mulliken charge in e.
Element x y z (Å)
C 2.91617 1.69303 0.21805  -1.5114
C 1.54610 1.01142 -0.05992  0.1672
C 1.71508 -0.51506 -0.04854  0.0222
C 2.14324 -1.07091 -1.31735  -0.3364
O 1.23675 -1.93399 -1.94401  -0.5356
N 0.54200 1.55136 0.93903  -0.1427
C -0.84983 1.83670 0.38447  -0.2854
O -1.63414 0.81855 0.69553  -0.7721
H 3.73419 1.20439 -0.36033  0.3247
H 2.86851 2.73810 0.19576  0.4487
H 3.19584 1.42380 1.31499  0.3560
H 1.08901 1.32636 -0.95313  0.4453
H 2.46492 -0.82694 0.77619  0.2534
H 0.71794 -0.93908 0.15543  -0.1027
H 3.14505 -1.72680 -1.18605  0.1932
H 2.41249 -0.21426 -2.07823  0.2458
H 0.51176 0.86425 1.73141  0.3505
H -0.94306 2.22246 -0.66882  0.4881
H -1.06426 2.74642 1.12662  0.2087
H -1.15137 -0.20646 1.70053  0.1905
H 0.85539 -2.78985 2.59326  0.3353
H 0.75092 -1.29730 2.16858  0.2763
O 1.39952 -2.04624 2.35520  -0.6462
H -1.44198 -0.70760 -0.18331  0.3738
H 0.52490 -2.13056 -1.31559  0.3515
O -1.47949 -1.72017 -0.20284  -0.6298
H -1.71038 -0.54141 3.18628  0.2477
H -1.72948 -1.98267 0.67758  0.3503
O -1.17476 -0.90456 2.49330  -0.7121
H -2.82618 0.46131 -0.24157  0.4309
H -2.83275 -0.35356 -1.49828  0.3522
O -3.30489 0.28461 -1.14168  -0.7692
H -1.03602 1.15728 -2.43152  0.2911
H -2.48461 1.42094 -2.09316  0.4905
O -1.75168 1.69687 -2.78677  -0.7505

# 4
Computed, not measured: 7 unconnected molecules or ions with the total composition C5H22NO8 in a non-equilibrium geometry, with ωB97M-V with the def2-TZVPD basis set.

Summary:
- energy (eV) = -23413.379
- HOMO level (eV) = -5.05
- lowest unoccupied orbital energy (eV) = 3.223
- charge = -1
- gap between HOMO and LUMO (eV) = 8.3

Last column: Mulliken charge in e.
Element x y z (Å)
C 0.38303 -0.86806 -2.01685  -0.4186
C -0.24979 -0.17248 -3.25118  -1.0932
C 0.24292 -0.14212 -0.68006  -0.1655
N -0.92336 0.13374 -0.13640  0.1990
C -2.22330 -0.30692 -0.59742  -0.8586
C -2.43980 -1.82738 -0.51562  -0.3819
O -2.79970 -2.26289 0.81958  -0.5621
O 1.30907 0.18028 -0.08509  -0.5378
H 1.37944 -1.20015 -2.27200  0.4240
H -0.12383 -1.82555 -1.87908  0.1830
H 0.50182 -0.07576 -4.02267  0.3572
H -0.57727 0.83808 -3.00533  0.2267
H -1.17587 -0.66176 -3.51674  0.3011
H -1.85287 0.61169 1.63222  0.3509
H -3.00269 0.09526 0.05502  0.4680
H -2.49223 -0.03066 -1.62653  0.3504
H -1.54542 -2.34823 -0.80137  0.2263
H -3.34526 -2.13689 -1.04629  0.3389
H 0.93742 2.46110 -0.43044  0.3412
H 2.38656 2.24418 -1.06549  0.3256
O 1.80556 2.84053 -0.58663  -0.6688
H -1.18823 3.28737 -0.39621  0.3158
H -0.99236 -1.77738 3.62508  0.2914
O -1.15300 3.01323 -1.31495  -0.7497
H -0.61262 0.93530 2.33669  0.3434
H 2.22409 1.53508 1.27258  0.4176
O -1.56217 0.86988 2.51221  -0.7908
H -1.33924 2.07114 -1.40201  0.2557
H 3.53437 0.73355 1.50656  0.2114
O 2.94834 1.37532 1.89171  -0.6493
H 4.19633 -0.70317 0.50711  0.3146
H 3.29123 -1.77041 -0.00976  0.3378
O 4.23280 -1.59343 0.13748  -0.6685
H -0.82384 -1.22052 2.27450  0.2996
H -1.97233 -2.32263 1.31874  0.3418
O -0.44462 -1.90713 2.84186  -0.6768

# 5
Computed, not measured: 6 unconnected molecules or ions with the total composition C5H22O6 in a non-equilibrium geometry, with ωB97M-V with the def2-TZVPD basis set.

Summary:
- structure (SMILES) = CCO.CO.CO.CO.O.O
- energy (eV) = -17825.102
- HOMO level (eV) = -9.59
- lowest unoccupied orbital energy (eV) = 0.243
- charge = 0
- gap between HOMO and LUMO (eV) = 9.8

Last column: Mulliken charge in e.
Element x y z (Å)
C 0.53730 3.11550 -2.23284  -0.3993
O 1.66971 2.27254 -2.11234  -0.5359
H 0.03225 3.06155 -1.26841  0.0975
H 0.72851 4.15902 -2.48306  0.3272
H -0.10752 2.64967 -2.97803  0.2155
H 2.41841 2.62881 -2.59621  0.2851
C -2.00164 1.28596 1.73948  -0.0393
O -2.10177 2.67847 1.64023  -0.5901
H -2.49179 0.83277 2.60115  0.3245
H -2.49350 0.85456 0.86768  0.1635
H -0.94081 1.03954 1.69448  -0.1579
H -1.26726 3.13574 1.76709  0.3130
C 0.64936 -0.80674 3.16898  -0.3546
O 1.61299 0.04571 2.64383  -0.5393
H 0.20061 -1.34637 2.33499  0.0009
H 1.05804 -1.43661 3.95914  0.2878
H -0.17077 -0.24110 3.61120  0.2294
H 1.29852 0.31270 1.77699  0.3814
O 0.89741 0.62258 -0.02677  -0.7100
H 1.18336 1.19671 -0.73729  0.3345
H 0.46224 -0.10689 -0.46804  0.4748
O -2.85330 -1.54343 -0.74471  -0.6703
H -2.56752 -1.68955 0.15707  0.2896
H -2.05510 -1.29817 -1.21266  0.3862
C 1.56874 -2.65996 -1.01501  -1.0917
C 0.02854 -2.43465 -1.12037  -0.1170
O -0.28693 -1.22064 -1.71419  -0.5522
H 2.11331 -2.74108 -1.95573  0.3503
H 1.73750 -3.59564 -0.48198  0.3621
H 2.07214 -1.85113 -0.48540  0.2558
H -0.29040 -2.34689 -0.08177  0.0043
H -0.47027 -3.28644 -1.58270  0.4348
H -0.17037 -1.28656 -2.66480  0.2394

# 6
Computed, not measured: a molecular structure, C5H23N10O8Y in a non-equilibrium geometry, with ωB97M-V with the def2-TZVPD basis set.

Summary:
- energy (eV) = -37872.210
- HOMO level (eV) = -7.22
- lowest unoccupied orbital energy (eV) = -2.546
- charge = 0
- gap between HOMO and LUMO (eV) = 4.7

Last column: Mulliken charge in e.
Element x y z (Å)
Y 0.16806 -0.52729 0.89688  1.9389
O -1.04232 -1.25622 4.26070  -0.8003
H -1.20031 -0.95698 5.17722  0.1590
O 3.50277 -1.11316 2.33521  -0.7778
H 4.42615 -0.97517 2.04734  0.1802
O -2.17173 -1.96365 -1.48177  -0.8681
H -2.40286 -2.75094 -2.01214  0.1640
C 3.02188 -2.59339 -3.57499  0.6547
O 2.50823 -2.29797 -2.49357  -0.6563
N 2.68152 -2.04327 -4.64971  -0.3684
N 3.84293 -3.54988 -3.77611  -0.3936
H 3.09287 -2.29324 -5.53762  0.1559
H 1.88501 -1.43216 -4.53914  0.2312
H 4.04617 -4.12403 -2.97041  0.2282
H 4.16341 -3.79280 -4.70260  0.1570
C 0.81802 2.99952 -3.75679  0.6317
O 0.71385 2.54665 -2.57324  -0.6605
N 1.70963 3.88793 -4.20267  -0.3681
N 0.08062 2.61296 -4.75844  -0.3511
H 2.36466 4.30637 -3.55773  0.2166
H 1.67294 4.17786 -5.16947  0.1487
H -0.76549 2.07241 -4.64893  0.2322
H 0.28718 3.11211 -5.61184  0.1436
C -0.53724 -6.02324 2.38913  0.5989
O -0.07993 -5.02950 1.89603  -0.6298
N -0.22531 -7.24147 2.04775  -0.3738
N -1.42534 -5.93073 3.33213  -0.4003
H 0.17721 -7.49033 1.15548  0.2214
H -0.56324 -8.02483 2.58835  0.1548
H -1.41516 -4.99143 3.70325  0.2554
H -1.83332 -6.69764 3.84740  0.1683
C 1.65263 4.36548 3.57643  0.6462
O 1.38076 3.35035 2.90188  -0.6495
N 2.86004 4.76902 3.72157  -0.3873
N 0.77157 5.13630 4.19263  -0.3724
H 3.51237 4.23949 3.16106  0.2356
H 3.02112 5.51760 4.38019  0.1614
H -0.21231 4.90856 4.17814  0.2284
H 1.25702 5.80349 4.77514  0.1453
C -4.70814 2.28401 0.62585  0.6607
O -3.55628 2.04606 0.85174  -0.6190
N -5.19507 2.12562 -0.60132  -0.4020
N -5.62571 2.82457 1.38741  -0.3755
H -4.66321 1.61740 -1.29338  0.2272
H -6.12876 2.48777 -0.73235  0.1221
H -6.51004 2.78514 0.90109  0.1602
H -5.35688 3.12265 2.31422  0.2260